{"formula": "C14H43N3O7", "method": "ωB97M-V/def2-TZVPD", "elements": ["C", "O", "C", "C", "C", "N", "H", "H", "H", "H", "H", "H", "H", "H", "H", "H", "H", "C", "O", "C", "C", "C", "N", "H", "H", "H", "H", "H", "H", "H", "H", "H", "H", "H", "C", "O", "C", "C", "C", "N", "H", "H", "H", "H", "H", "H", "H", "H", "H", "H", "H", "O", "C", "C", "O", "H", "H", "H", "H", "H", "H", "O", "H", "H", "O", "H", "H"], "xyz": [[-4.5322, -4.4105, -4.7452], [-4.2409, -3.2000, -5.2446], [-4.5416, -2.1942, -4.1978], [-4.5369, -0.7107, -4.8081], [-3.1144, -0.1959, -5.0912], [-5.2130, 0.2150, -3.8965], [-3.8491, -4.5813, -3.9132], [-4.0878, -5.1943, -5.3587], [-5.5529, -4.6675, -4.4618], [-5.5965, -2.2299, -3.9257], [-4.0661, -2.2863, -3.2214], [-5.0542, -0.6813, -5.7671], [-3.2249, 0.8132, -5.4882], [-2.6014, -0.8606, -5.7863], [-2.5822, -0.1350, -4.1419], [-4.7476, 1.0703, -4.1648], [-4.8871, -0.0322, -2.9731], [5.2339, -1.4667, 1.1518], [4.6560, -1.1254, -0.1636], [4.3811, -2.3143, -0.9089], [3.9279, -1.9008, -2.3699], [3.0279, -2.9614, -3.0687], [5.1064, -1.7263, -3.2602], [4.8613, -2.4376, 1.4784], [4.8890, -0.7256, 1.8728], [6.3080, -1.6512, 1.1311], [5.2701, -2.9383, -1.0008], [3.6770, -2.9168, -0.3351], [3.4246, -0.9413, -2.2504], [3.5232, -3.9307, -3.0119], [2.8897, -2.5405, -4.0646], [2.0445, -3.0511, -2.6071], [5.5150, -2.6334, -3.4341], [5.8291, -1.2131, -2.7760], [-0.0493, 0.0304, 8.2582], [-1.2783, -0.5075, 7.7568], [-1.9457, 0.1938, 6.6457], [-2.6727, 1.5336, 6.9217], [-3.8642, 1.2442, 7.8008], [-3.1880, 2.1637, 5.6717], [0.1425, -0.6849, 9.0580], [-0.0894, 0.9811, 8.7899], [0.8059, -0.1032, 7.5957], [-1.1486, 0.3416, 5.9171], [-2.6927, -0.5438, 6.3524], [-1.9087, 2.1809, 7.3524], [-3.4064, 0.8325, 8.7002], [-4.5394, 0.5416, 7.3123], [-4.4463, 2.1560, 7.9343], [-2.3619, 2.6499, 5.3534], [-3.8274, 2.8908, 5.9590], [2.5069, 5.2326, -2.7392], [2.2330, 5.7700, -3.9860], [3.4636, 6.4176, -4.6932], [4.3039, 5.4516, -5.1113], [1.7237, 4.6780, -2.7133], [1.6966, 5.0409, -4.5932], [1.5670, 6.6126, -3.7998], [3.9031, 7.0421, -3.9154], [3.2469, 7.1187, -5.4993], [4.1560, 4.6866, -4.5504], [0.1587, -7.1437, 1.7633], [-0.5280, -7.7899, 1.5987], [0.3053, -7.1847, 2.7083], [1.5202, 4.6133, 4.4975], [1.9403, 3.9652, 3.9320], [2.1375, 5.3443, 4.5245]], "orbital_gap_ha": 0.3573, "smiles": "COC[C@H](C)N.COC[C@H](C)N.COC[C@H](C)N.OCCO.O.O", "e_homo_ev": -9.3, "energy_ha": -1249.96259}